(1)
Computed, not measured: an isolated molecule of C3H5OPS, with ωB97M-V/def2-TZVPD.

CARTESIAN COORDINATES (ANGSTROEM)
C (0.496, -1.198, -0.174)
C (-0.734, -0.473, -0.523)
C (-0.636, 0.934, 0.136)
O (0.647, -2.353, -0.037)
P (2.179, 0.067, 0.308)
S (0.892, 1.707, -0.204)
H (-0.543, -0.155, -1.498)
H (-1.598, -1.017, -0.461)
H (-1.395, 1.479, -0.386)
H (-0.936, 0.839, 1.116)
H (1.628, 0.171, 1.723)

**SMILES**: O=C1CCSP1
**HOMO level**: -8.73 eV
**Frontier orbital gap**: 9.35 eV
**Multiplicity**: 1
**Molecular weight**: 120.11 g mol⁻¹
**LUMO energy**: 0.62 eV


(2)
Computed, not measured: an isolated molecule of C3H5OPS, with ωB97M-V/def2-TZVPD.

CARTESIAN COORDINATES (ANGSTROEM)
C (0.336, 1.434, -0.219)
C (0.855, 0.137, -0.520)
C (0.231, -1.009, 0.210)
O (0.719, 2.518, -0.268)
P (-2.486, 0.539, 0.356)
S (-1.568, -1.176, -0.328)
H (0.650, 0.073, -1.546)
H (1.915, 0.129, -0.428)
H (0.730, -1.841, -0.240)
H (0.345, -0.991, 1.323)
H (-1.728, 0.187, 1.660)

**HOMO level (alpha / beta)**: -7.58 / -7.60 eV
**Frontier orbital gap (alpha / beta)**: 6.88 / 7.62 eV
**Multiplicity**: 1
**Molecular weight**: 120.11 g mol⁻¹
**LUMO energy (alpha / beta)**: -0.69 / 0.02 eV


Computed relative energies in units of hartree: (1) 0.0000; (2) 0.0619


(1)
Computed, not measured: an isolated molecule of C3H5ClOS, with ωB97M-V/def2-TZVPD.

CARTESIAN COORDINATES (ANGSTROEM)
C (-0.871, -2.588, 0.552)
C (-0.112, -0.221, 0.101)
C (0.097, 1.245, -0.638)
H (-1.692, -1.995, 1.038)
H (-1.493, -3.595, 0.466)
H (-0.236, -2.853, 1.375)
H (-0.938, 1.708, -0.780)
H (0.475, 0.980, -1.787)
O (0.223, -0.170, 1.252)
S (-0.350, -1.720, -0.821)
Cl (0.765, 2.589, 0.161)

**SMILES**: CSC(=O)CCl
**HOMO level**: -9.82 eV
**Frontier orbital gap**: 10.34 eV
**Multiplicity**: 1
**Molecular weight**: 124.59 g mol⁻¹
**LUMO energy**: 0.51 eV


(2)
Computed, not measured: a cluster of 2 separate species, C3H5ClOS in total, with ωB97M-V/def2-TZVPD.

CARTESIAN COORDINATES (ANGSTROEM)
C (2.224, 0.467, -0.644)
C (-1.547, 1.000, -0.227)
C (-0.928, -1.401, 0.778)
O (2.541, 1.468, -0.048)
S (-1.223, -0.647, -0.693)
Cl (0.001, -2.841, 0.907)
H (1.107, 0.107, -0.355)
H (2.920, 0.024, -1.331)
H (-1.704, 1.244, 0.826)
H (-2.045, 1.508, -0.938)
H (-1.345, -0.930, 1.724)

**HOMO level (alpha / beta)**: -8.24 / -7.99 eV
**Frontier orbital gap (alpha / beta)**: 7.87 / 7.60 eV
**Multiplicity**: 1
**Molecular weight**: 124.59 g mol⁻¹
**LUMO energy (alpha / beta)**: -0.37 / -0.40 eV


Computed relative energies in units of hartree: (1) 0.0000; (2) 0.0929


(1)
Computed, not measured: a cluster of 4 separate species, C3H12NO3 in total, with ωB97M-V/def2-TZVPD.

CARTESIAN COORDINATES (ANGSTROEM)
C (-0.441, -1.571, -0.582)
C (0.489, -2.474, -0.378)
C (-0.798, 0.511, 0.457)
N (-0.166, -0.146, -0.426)
H (-1.408, -1.739, -1.037)
H (1.515, -2.289, -0.101)
H (0.346, -3.536, -0.515)
H (-0.786, 1.584, 0.590)
H (-1.414, -0.084, 1.109)
H (0.655, 0.162, -0.950)
H (3.583, -0.348, -1.493)
H (3.236, 1.182, -1.680)
O (2.906, 0.322, -1.381)
H (0.818, 1.328, 4.123)
H (-0.633, 1.699, 3.682)
O (0.058, 1.037, 3.613)
H (-2.402, 1.426, -2.426)
H (-3.054, 1.804, -1.094)
O (-2.503, 1.132, -1.513)

**Charge**: +1
**HOMO level**: -14.73 eV
**Frontier orbital gap**: 10.45 eV
**Multiplicity**: 1
**Molecular weight**: 110.13 g mol⁻¹
**LUMO energy**: -4.28 eV


(2)
Computed, not measured: a cluster of 3 separate species, C3H12NO3 in total, with ωB97M-V/def2-TZVPD.

CARTESIAN COORDINATES (ANGSTROEM)
O (2.563, 0.075, 0.228)
C (1.701, 0.428, 0.984)
C (0.280, 0.561, 0.473)
C (0.068, 2.029, 0.084)
N (0.169, -0.308, -0.741)
H (1.937, 0.725, 2.016)
H (-0.474, 0.265, 1.197)
H (0.820, 2.356, -0.632)
H (0.005, 2.653, 0.967)
H (-0.889, 2.115, -0.435)
H (0.614, -1.207, -0.483)
H (0.638, 0.114, -1.538)
H (-0.817, -0.496, -0.966)
H (-3.331, 0.525, -1.374)
H (-3.569, -0.753, -0.571)
O (-2.978, 0.005, -0.638)
H (1.798, -3.236, 0.103)
H (0.363, -3.167, 0.857)
O (1.103, -2.685, 0.470)

**Charge**: +1
**HOMO level**: -14.25 eV
**Frontier orbital gap**: 11.16 eV
**Multiplicity**: 1
**Molecular weight**: 110.13 g mol⁻¹
**LUMO energy**: -3.09 eV


Computed relative energies in units of hartree: (1) 0.0625; (2) 0.0000


(1)
Computed, not measured: a structure of composition C3H5BrS, with ωB97M-V/def2-TZVPD.

CARTESIAN COORDINATES (ANGSTROEM)
C (-0.071, 0.169, -0.668)
C (-0.126, 0.324, 1.374)
C (-0.182, -1.348, -0.447)
S (-0.897, -1.321, 1.251)
Br (-1.089, -2.653, -1.737)
H (-0.962, 0.771, -0.931)
H (0.936, 0.523, -1.012)
H (0.850, 0.240, 1.686)
H (-0.704, 1.154, 1.672)
H (0.793, -1.939, -0.478)

**HOMO level**: -8.93 eV
**Frontier orbital gap**: 9.24 eV
**Multiplicity**: 1
**Molecular weight**: 153.04 g mol⁻¹
**LUMO energy**: 0.31 eV


(2)
Computed, not measured: a cluster of 2 separate species, C3H5BrS in total, with ωB97M-V/def2-TZVPD.

CARTESIAN COORDINATES (ANGSTROEM)
C (-3.338, -0.230, -0.095)
C (-0.596, 0.642, -0.344)
C (2.064, 0.344, 0.678)
S (0.671, -0.366, -0.283)
Br (-0.533, 2.380, 0.444)
H (-2.644, -0.574, -0.822)
H (-3.985, 0.463, -0.570)
H (2.914, -0.269, 0.386)
H (1.865, 0.018, 1.706)
H (1.923, 1.390, 0.425)

**HOMO level**: -8.68 eV
**Frontier orbital gap**: 8.04 eV
**Multiplicity**: 1
**Molecular weight**: 153.04 g mol⁻¹
**LUMO energy**: -0.64 eV


(3)
Computed, not measured: a cluster of 2 separate species, C3H5BrS in total, with ωB97M-V/def2-TZVPD.

CARTESIAN COORDINATES (ANGSTROEM)
C (0.118, -1.261, -1.052)
C (0.416, -0.558, 0.188)
C (0.030, 0.655, 0.963)
S (0.739, -2.172, 0.426)
Br (3.280, 0.314, -0.320)
H (-0.971, -1.460, -1.163)
H (0.847, -1.056, -1.819)
H (0.254, 1.429, 0.211)
H (0.549, 0.783, 1.925)
H (-1.087, 0.702, 1.108)

**HOMO level (alpha / beta)**: -8.25 / -8.25 eV
**Frontier orbital gap (alpha / beta)**: 6.42 / 6.42 eV
**Multiplicity**: 1
**Molecular weight**: 153.04 g mol⁻¹
**LUMO energy (alpha / beta)**: -1.83 / -1.83 eV


Computed relative energies in units of hartree: (1) 0.0000; (2) 0.1812; (3) 0.0039


(1)
Computed, not measured: an isolated molecule of C4H8O3S, with ωB97M-V/def2-TZVPD.

CARTESIAN COORDINATES (ANGSTROEM)
C (-0.070, 1.070, -0.826)
C (-0.345, -0.314, -0.331)
C (0.513, -1.025, 0.701)
C (-0.876, -0.461, 1.091)
H (0.880, 0.054, -2.151)
H (-1.016, 1.421, -1.237)
H (0.206, 1.716, 0.081)
H (-1.440, -0.824, -1.798)
H (0.485, -2.058, 0.578)
H (2.192, 0.603, 0.257)
H (-1.740, -1.132, 1.181)
H (-0.139, 0.684, 2.393)
O (0.964, 0.961, -1.767)
O (-0.655, -1.176, -1.375)
O (-0.955, 0.675, 1.863)
S (1.996, -0.196, 1.341)

**SMILES**: OC[C@]1(O)[C@H](O)[C@@H]1S
**HOMO level**: -9.24 eV
**Frontier orbital gap**: 9.84 eV
**Multiplicity**: 1
**Molecular weight**: 136.17 g mol⁻¹
**LUMO energy**: 0.60 eV


(2)
Computed, not measured: an isolated molecule of C4H8O3S, with ωB97M-V/def2-TZVPD.

CARTESIAN COORDINATES (ANGSTROEM)
C (0.685, 1.301, -2.667)
C (0.091, -0.042, -0.366)
C (-0.890, -0.503, 0.846)
C (-0.144, -0.595, 2.117)
H (0.198, 1.889, -3.512)
H (1.031, 0.157, -3.012)
H (1.425, 1.730, -2.223)
H (1.012, 0.559, -0.025)
H (0.359, -1.152, -1.041)
H (-1.584, 0.609, 0.917)
H (-1.174, -2.354, 1.303)
H (0.847, 0.400, 3.553)
O (-1.495, -1.686, 0.468)
O (0.429, 0.460, 2.548)
O (-0.027, -1.749, 2.640)
S (-0.762, 0.976, -1.548)

**SMILES**: CSC[C@@H](O)C(=O)O
**HOMO level**: -8.53 eV
**Frontier orbital gap**: 8.73 eV
**Multiplicity**: 1
**Molecular weight**: 136.17 g mol⁻¹
**LUMO energy**: 0.20 eV


Computed relative energies in units of hartree: (1) 0.0000; (2) 0.0412


(1)
Computed, not measured: a cluster of 2 separate species, FH3N2OS in total, with ωB97M-V/def2-TZVPD.

CARTESIAN COORDINATES (ANGSTROEM)
N (-0.001, 0.567, -1.635)
N (0.618, -0.209, 1.912)
O (-0.655, -0.659, 1.841)
F (1.448, -1.125, 1.397)
S (-1.861, 0.119, 2.320)
H (0.310, 1.279, -2.281)
H (0.743, 0.027, -1.422)
H (-0.601, 0.002, -2.131)

**HOMO level (alpha / beta)**: -8.76 / -9.09 eV
**Frontier orbital gap (alpha / beta)**: 9.59 / 6.56 eV
**Multiplicity**: 3
**Molecular weight**: 98.10 g mol⁻¹
**LUMO energy (alpha / beta)**: 0.83 / -2.53 eV


(2)
Computed, not measured: an isolated molecule of FH3N2OS, with ωB97M-V/def2-TZVPD.

CARTESIAN COORDINATES (ANGSTROEM)
N (-1.220, -0.564, -0.857)
N (-0.565, 0.520, -0.327)
O (0.615, -0.261, 0.565)
F (-1.244, 1.174, 0.579)
S (1.729, 0.752, 1.215)
H (-1.506, -1.167, -0.104)
H (-0.591, -1.168, -1.387)
H (2.782, 0.714, 0.316)

**HOMO level (alpha / beta)**: -6.25 / -9.52 eV
**Frontier orbital gap (alpha / beta)**: 7.01 / 7.25 eV
**Multiplicity**: 3
**Molecular weight**: 98.10 g mol⁻¹
**LUMO energy (alpha / beta)**: 0.76 / -2.27 eV


(3)
Computed, not measured: a structure of composition FH3N2OS, with ωB97M-V/def2-TZVPD.

CARTESIAN COORDINATES (ANGSTROEM)
N (0.678, 1.280, 0.276)
N (-1.578, -0.569, -0.113)
O (1.288, -0.669, -1.444)
F (1.042, -1.056, 0.954)
S (0.648, -0.121, -0.302)
H (1.124, 2.036, -0.195)
H (-1.569, 0.403, 0.208)
H (-1.633, -1.304, 0.615)

**HOMO level (alpha / beta)**: -8.06 / -10.98 eV
**Frontier orbital gap (alpha / beta)**: 8.90 / 7.78 eV
**Multiplicity**: 3
**Molecular weight**: 98.10 g mol⁻¹
**LUMO energy (alpha / beta)**: 0.83 / -3.20 eV


Computed relative energies in units of hartree: (1) 0.0380; (2) 0.0979; (3) 0.0000


(1)
Computed, not measured: a cluster of 2 separate species, C3H10NO3 in total, with ωB97M-V/def2-TZVPD.

CARTESIAN COORDINATES (ANGSTROEM)
C (-0.350, -1.610, -0.524)
O (-0.046, -1.599, -1.754)
C (-0.156, 0.217, -0.221)
C (-1.117, 0.984, -1.056)
O (-0.842, 2.390, -1.209)
N (-0.185, 0.402, 1.227)
H (0.392, -2.075, 0.179)
H (-1.343, -1.796, -0.079)
H (0.915, 0.371, -0.578)
H (-1.031, 0.570, -2.072)
H (-2.116, 1.136, -0.560)
H (-0.262, 2.704, -0.505)
H (-0.876, 1.118, 1.453)
H (-0.694, -0.383, 1.618)
H (3.121, -1.048, 0.849)
H (1.900, -0.430, 1.529)
O (2.693, -0.950, 1.704)

**HOMO level (alpha / beta)**: -9.98 / -10.12 eV
**Frontier orbital gap (alpha / beta)**: 10.61 / 8.27 eV
**Multiplicity**: 2
**Molecular weight**: 108.12 g mol⁻¹
**LUMO energy (alpha / beta)**: 0.62 / -1.85 eV


(2)
Computed, not measured: a cluster of 2 separate species, C3H10NO3 in total, with ωB97M-V/def2-TZVPD.

CARTESIAN COORDINATES (ANGSTROEM)
O (-2.091, 0.084, 0.457)
C (-1.460, -0.651, -0.370)
C (-0.182, -0.240, -1.025)
C (0.965, -1.276, -0.838)
O (2.171, -0.523, -0.458)
N (0.227, 1.095, -0.399)
H (-2.050, -1.397, -0.947)
H (-0.388, -0.086, -2.092)
H (1.028, -1.935, -1.716)
H (0.839, -1.782, 0.137)
H (2.927, -1.116, -0.514)
H (-0.207, 1.879, -0.882)
H (0.061, 0.878, 0.684)
H (1.201, 1.257, -0.647)
H (-0.378, 1.785, 2.731)
H (-0.727, 0.322, 2.424)
O (-0.133, 1.035, 2.158)

**HOMO level (alpha / beta)**: -4.09 / -7.48 eV
**Frontier orbital gap (alpha / beta)**: 4.54 / 7.88 eV
**Multiplicity**: 2
**Molecular weight**: 108.12 g mol⁻¹
**LUMO energy (alpha / beta)**: 0.45 / 0.39 eV


Computed relative energies in units of hartree: (1) 0.0000; (2) 0.0057